9
Properties=species:S:1:pos:R:3 method="wB97M-V/def2-TZVPD" max_force_ev_per_a=2.06 charge=0 homo_energy_ev=-8.80 total_energy_ev=-8636.0060
N -0.85 -1.20 -0.46
C -0.68 0.12 0.08
C 0.61 0.82 -0.04
N 1.73 0.18 0.05
N 2.72 -0.37 0.12
O -0.83 -0.92 0.99
H -1.85 -1.34 -0.66
H -1.53 0.80 0.02
H 0.68 1.90 -0.10

***

9
Properties=species:S:1:pos:R:3 method="wB97M-V/def2-TZVPD" max_force_ev_per_a=4.10 charge=0 homo_energy_ev=-9.37 total_energy_ev=-8636.1273
N -1.58 -0.26 0.10
C -0.27 -0.01 -0.10
C 0.75 0.98 -0.16
N 1.87 0.42 0.19
O 1.63 -0.88 0.41
N 0.35 -1.15 0.12
H -1.20 -1.35 0.33
H -2.28 0.22 -0.49
H 0.72 2.04 -0.39

***

ΔE to the lowest compared entry with this formula, charge and spin (kcal/mol)
103.5; 100.7